18
Properties=species:S:1:pos:R:3:forces:R:3 method="wB97M-V/def2-TZVPD" smiles="O=c1cc[nH]c(=O)[nH]1.C=C" relative_energy_ev=6.2913 energy_ev=-13421.0820
C -1.266 0.060 1.114 -1.649 0.408 2.419
C -2.285 -0.292 0.346 -4.007 0.694 3.599
C -0.169 -0.759 -0.700 -4.021 0.085 -3.645
C -0.322 0.662 -0.718 3.193 3.350 -0.737
C 0.874 1.326 -0.558 -5.419 5.272 -0.161
C 2.167 -0.545 -0.166 3.663 -1.402 4.076
H -1.203 1.049 1.552 0.114 -0.081 0.006
H -0.465 -0.621 1.347 -0.127 -0.113 0.697
H -3.071 0.434 0.107 0.219 -0.048 0.066
H -2.377 -1.279 -0.092 -2.156 0.479 2.281
H 0.973 -2.268 -0.046 1.024 1.427 -0.527
H -1.261 1.344 -0.760 2.225 -1.897 -0.794
H 0.608 2.491 -0.410 1.808 -2.528 -0.541
H 2.806 1.239 0.194 0.074 0.759 -0.209
N 1.061 -1.264 -0.350 -2.870 -2.668 -0.751
N 2.076 0.832 -0.366 2.113 -2.853 0.510
O -1.279 -1.324 -0.960 7.812 -2.761 -3.817
O 3.135 -1.085 0.464 -1.997 1.878 -2.472